(1)
Molecular formula: C2H3LiORh
Method: DFT, wB97M-V/def2-TZVPD

Values from the calculation:
net charge: +1
HOMO-LUMO gap (spin up / spin down): 7.48 / 6.73 eV
LUMO energy (spin up / spin down): -0.19072 / -0.25570 Eh
energy: -7369.230 eV
multiplicity: 5

CARTESIAN COORDINATES (ANGSTROEM)
1 C -1.391 -0.327 0.741
2 C -0.316 0.501 0.789
3 O 0.929 -0.034 1.042
4 Li 0.572 -1.220 -0.209
5 H -2.385 0.057 0.500
6 H -1.324 -1.407 0.963
7 Rh 1.264 1.804 0.497
8 H 1.390 -0.583 -1.659



(2)
Molecular formula: C2H3N
Method: DFT, wB97M-V/def2-TZVPD

Values from the calculation:
net charge: 0
HOMO-LUMO gap: 11.21 eV
LUMO energy: 0.04103 Eh
energy: -3609.747 eV

CARTESIAN COORDINATES (ANGSTROEM)
1 C 0.749 -0.678 0.025
2 N 1.554 0.267 -0.052
3 C 0.083 0.605 -0.004
4 H 0.480 -1.924 0.022
5 H -0.383 0.950 -0.919
6 H -0.306 1.040 0.908



(3)
Molecular formula: C2H3N
Method: DFT, wB97M-V/def2-TZVPD

Values from the calculation:
net charge: 0
HOMO-LUMO gap: 12.65 eV
LUMO energy: 0.02943 Eh
energy: -3612.319 eV

CARTESIAN COORDINATES (ANGSTROEM)
1 C 0.250 0.115 -0.427
2 C -0.471 -0.166 0.822
3 N -1.031 -0.386 1.794
4 H -0.077 1.082 -0.793
5 H 0.001 -0.707 -1.103
6 H 1.327 0.062 -0.294



Q: Which of these has the highest net charge?
A: C2H3LiORh



Q: Number 2 is which compound?
A: C2H3N



Q: Number 1 is which compound?
A: C2H3LiORh